[1]
Density functional theory data (the ωB97M-V functional and the def2-TZVPD basis) for an isolated molecule of C28H32FN5O3.

* LUMO energy: 0.0235 Ha
* E_tot: -45867.38451 eV
* gap between HOMO and LUMO: 7.84 eV
* structure (SMILES): Cc1cc(N2CCOCC2)nc2ccc(NC(=O)CCC(=O)N3CCN(c4ccccc4F)CC3)cc12

Geometry (Å):
C -4.4876 -2.4904 -2.1728
C -4.4990 -1.4544 -1.0934
C -5.5516 -0.5950 -0.9571
C -5.5527 0.3824 0.0756
N -6.6307 1.2059 0.2836
C -6.5298 2.2180 1.3182
C -6.0401 3.5362 0.7116
O -6.8897 3.9629 -0.3352
C -6.9852 2.9855 -1.3443
C -7.5022 1.6531 -0.7801
N -4.5565 0.4836 0.9319
C -3.5105 -0.3559 0.8294
C -2.4609 -0.2275 1.7632
C -1.3710 -1.0461 1.7002
C -1.2711 -2.0362 0.7013
N -0.1245 -2.8339 0.7172
C 0.2864 -3.7527 -0.1869
O -0.3119 -4.0708 -1.1952
C 1.6375 -4.3671 0.1762
C 2.7930 -3.4164 -0.1612
C 3.0031 -2.3511 0.9036
O 2.3223 -2.3022 1.9206
N 4.0032 -1.4722 0.6982
C 4.8175 -1.3285 -0.4872
C 4.4831 0.0168 -1.1552
N 4.6565 1.1256 -0.2475
C 5.8011 1.9035 -0.2180
C 5.7531 3.1733 0.3765
C 6.8439 4.0163 0.3983
C 8.0398 3.6388 -0.1900
C 8.1225 2.3989 -0.7942
C 7.0287 1.5566 -0.7954
F 7.2081 0.3356 -1.3764
C 3.8557 0.9548 0.9453
C 4.1978 -0.3780 1.6294
C -2.2809 -2.1817 -0.2230
C -3.4118 -1.3512 -0.1775
H -5.3883 -2.4256 -2.7790
H -3.6204 -2.3572 -2.8178
H -4.4289 -3.4873 -1.7389
H -6.3920 -0.6802 -1.6285
H -5.8315 1.8659 2.0751
H -7.5250 2.3591 1.7513
H -6.0479 4.3377 1.4515
H -5.0169 3.3964 0.3323
H -7.6719 3.3856 -2.0926
H -5.9975 2.8209 -1.8048
H -7.5716 0.9166 -1.5772
H -8.5001 1.8076 -0.3550
H -2.5484 0.5336 2.5230
H -0.5667 -0.9482 2.4164
H 0.5339 -2.6297 1.4681
H 1.6638 -4.6135 1.2385
H 1.7457 -5.2813 -0.4079
H 3.7175 -3.9930 -0.2495
H 2.5931 -2.9393 -1.1234
H 4.6528 -2.1430 -1.1873
H 5.8711 -1.3365 -0.1882
H 5.0825 0.1587 -2.0515
H 3.4260 0.0031 -1.4508
H 4.8235 3.5077 0.8097
H 6.7545 4.9840 0.8682
H 8.8933 4.2970 -0.1806
H 9.0340 2.0567 -1.2589
H 4.0313 1.7692 1.6450
H 2.7971 0.9521 0.6614
H 3.5513 -0.5459 2.4915
H 5.2445 -0.3682 1.9529
H -2.1943 -2.9395 -0.9823

Let us look at the Mulliken charges, expressed in e, one per atom: -1.94, 0.77, -0.26, 0.88, -0.04, -0.64, -0.57, -0.42, -0.50, -0.75, -0.33, -1.25, -1.08, -0.66, 0.32, 0.03, 0.53, -0.67, -1.27, -0.74, 1.05, -0.81, 0.10, -0.73, -1.05, 0.09, 0.44, -0.44, -0.71, -0.44, -0.60, 0.54, -0.33, -0.86, -0.97, -0.11, 0.74, 0.34, 0.39, 0.39, 0.21, 0.43, 0.31, 0.36, 0.35, 0.41, 0.30, 0.31, 0.35, 0.47, 0.47, 0.14, 0.38, 0.43, 0.53, 0.42, 0.40, 0.34, 0.53, 0.35, 0.45, 0.38, 0.38, 0.44, 0.43, 0.35, 0.49, 0.33, 0.85


[2]
Density functional theory data (the ωB97M-V functional and the def2-TZVPD basis) for a structure of composition C22H33O17Pt.

* LUMO energy (spin up / spin down): -0.2191 / -0.2221 Ha
* E_tot: -61389.38766 eV
* gap between HOMO and LUMO (spin up / spin down): 6.53 / 6.45 eV
* total charge: +1
* multiplicity: 3

Geometry (Å):
Pt 17.4508 -17.7891 -14.1073
C 22.5190 -20.0861 -15.1904
C 21.2332 -19.3589 -15.0979
O 20.2002 -19.7260 -15.6318
O 21.0388 -18.3515 -14.3664
H 22.3449 -21.1097 -15.5223
H 23.0847 -20.0774 -14.2588
H 23.2169 -19.6770 -15.9209
C 11.2776 -18.0158 -20.7383
C 12.7023 -18.4515 -20.4731
C 13.8151 -17.5480 -21.0929
O 14.7012 -17.3679 -20.0426
C 14.2140 -17.9229 -18.9026
O 14.8517 -17.9024 -17.8465
O 12.9692 -18.3657 -19.1261
H 10.9397 -18.1977 -21.7585
H 11.1122 -16.9751 -20.4596
H 10.6166 -18.6251 -20.1219
H 12.8880 -19.4883 -20.7535
H 13.4787 -16.5600 -21.4073
H 14.2688 -18.0459 -21.9498
C 18.0215 -11.8723 -20.2315
C 18.8959 -12.0301 -18.9778
C 18.7766 -10.9667 -17.9787
O 18.7507 -11.7304 -16.7796
C 18.3254 -13.0203 -17.0728
O 18.0378 -13.8731 -16.2259
O 18.4586 -13.1289 -18.3278
H 17.0049 -11.5971 -19.9507
H 18.0842 -12.8064 -20.7897
H 18.3577 -11.0025 -20.7958
H 19.9400 -12.1424 -19.2698
H 17.9068 -10.3121 -18.0347
H 19.5750 -10.2271 -18.0372
C 18.4890 -17.4896 -5.3401
C 18.3936 -18.7402 -6.2814
C 16.9976 -19.3883 -6.4583
O 16.8314 -19.4348 -7.8601
C 17.8889 -18.8918 -8.4620
O 17.9543 -18.7966 -9.6551
O 18.6949 -18.2808 -7.5681
H 17.5630 -16.9181 -5.4039
H 19.2264 -16.7786 -5.7126
H 18.7228 -17.8147 -4.3263
H 19.1144 -19.4571 -5.8883
H 16.1865 -18.8209 -6.0019
H 16.9696 -20.3754 -5.9968
C 8.9573 -17.8231 -14.0372
C 9.9057 -17.0042 -13.0541
C 10.2041 -17.7558 -11.7633
O 11.6458 -17.5924 -11.6978
C 12.1156 -17.0190 -12.8126
O 13.2951 -16.8300 -13.1111
O 11.1138 -16.6765 -13.6243
H 8.0105 -17.9070 -13.5036
H 9.3819 -18.8206 -14.1511
H 8.9114 -17.2462 -14.9609
H 9.3080 -16.1279 -12.8032
H 9.9263 -18.8086 -11.8127
H 9.6857 -17.2735 -10.9346
C 10.9647 -23.5178 -15.9946
C 11.5027 -23.3245 -14.5404
C 12.5371 -24.3644 -14.2521
O 13.7155 -23.6256 -14.0941
C 13.4633 -22.2960 -14.1726
O 14.3219 -21.3896 -14.0795
O 12.2183 -22.1228 -14.5565
H 10.5643 -24.5134 -16.1855
H 11.8491 -23.4717 -16.6301
H 10.2045 -22.7862 -16.2685
H 10.7317 -23.2634 -13.7724
H 12.6261 -25.0398 -15.1030
H 12.2540 -24.9065 -13.3498

Let us look at the Mulliken charges, expressed in e, one per atom: 0.97, -0.89, 0.78, -0.38, -0.37, 0.30, 0.31, 0.28, -1.44, 0.47, -0.43, -0.32, 0.65, -0.58, -0.29, 0.38, 0.36, 0.35, 0.27, 0.30, 0.28, -1.37, 0.44, -0.43, -0.34, 0.69, -0.61, -0.29, 0.36, 0.33, 0.39, 0.26, 0.25, 0.32, -1.31, 0.46, -0.44, -0.31, 0.64, -0.57, -0.34, 0.36, 0.33, 0.35, 0.27, 0.28, 0.27, -1.20, 0.36, -0.32, -0.32, 0.67, -0.60, -0.33, 0.37, 0.25, 0.35, 0.25, 0.25, 0.29, -1.39, 0.37, -0.41, -0.33, 0.68, -0.61, -0.29, 0.38, 0.38, 0.32, 0.31, 0.28, 0.30


[3]
Density functional theory data (the ωB97M-V functional and the def2-TZVPD basis) for an isolated molecule of C17H24N4O3.

* LUMO energy: 0.0220 Ha
* E_tot: -30122.17386 eV
* gap between HOMO and LUMO: 8.25 eV
* structure (SMILES): NCCCC[C@H](NC(=O)[C@@H](N)Cc1c[nH]c2ccccc12)C(=O)O

Geometry (Å):
N 7.3172 -1.4367 -0.3734
C 6.1152 -0.5919 -0.4119
C 5.6687 -0.1899 1.0101
C 4.4348 0.7091 1.0429
C 3.2195 0.0484 0.3338
C 1.9752 0.9916 0.4996
N 0.6955 0.2348 0.5373
C 0.2417 -0.4033 -0.5945
O 0.9496 -0.6641 -1.5658
C -1.1680 -1.1283 -0.6002
N -1.1053 -2.5235 -0.1205
C -2.1606 -0.2986 0.2499
C -3.5864 -0.6796 0.0976
C -4.1581 -1.9010 -0.2072
N -5.4946 -1.8131 -0.3292
C -5.8596 -0.5155 -0.1536
C -7.1226 0.0672 -0.1579
C -7.2271 1.4322 0.0029
C -6.0502 2.1900 0.1968
C -4.8043 1.5690 0.2687
C -4.7000 0.2157 0.0874
C 1.8851 2.0951 -0.5843
O 0.8088 2.4760 -0.9692
O 3.0919 2.4529 -1.1269
H 8.1174 -0.8516 -0.1169
H 7.5291 -1.7039 -1.3386
H 6.2721 0.3385 -0.9854
H 5.2904 -1.1588 -0.9256
H 6.5240 0.2595 1.5278
H 5.4741 -1.1152 1.6160
H 4.1194 0.9981 2.0732
H 4.6905 1.6428 0.5277
H 3.4682 -0.0953 -0.6948
H 3.0568 -0.9312 0.7447
H 2.0280 1.4709 1.4798
H 0.0280 0.5395 1.2430
H -1.4358 -1.1249 -1.6822
H -0.6638 -2.5499 0.7997
H -0.4697 -3.0074 -0.7661
H -1.8733 -0.4448 1.3364
H -2.0654 0.7801 -0.0266
H -3.5986 -2.8295 -0.3232
H -6.1627 -2.5696 -0.3879
H -8.0024 -0.5442 -0.3172
H -8.1660 1.9491 -0.0668
H -6.1152 3.2722 0.3485
H -3.9466 2.1452 0.5696
H 2.9352 3.1942 -1.7676

Let us look at the Mulliken charges, expressed in e, one per atom: -0.67, -0.39, -0.71, -0.54, -0.91, -0.47, -0.09, 0.04, -0.66, 0.54, -0.63, -0.57, 0.18, -0.89, 0.01, -0.62, -0.73, -0.53, -0.68, -0.38, 1.09, 0.42, -0.57, -0.42, 0.25, 0.25, 0.25, 0.31, 0.41, 0.22, 0.36, 0.24, 0.37, 0.56, 0.74, 0.28, 0.36, 0.27, 0.29, 0.21, 0.29, 0.45, 0.20, 0.35, 0.40, 0.36, 0.38, 0.38


[4]
Density functional theory data (the ωB97M-V functional and the def2-TZVPD basis) for a cluster of 2 separate species, C7H7F3N2 in total.

* LUMO energy: 0.0024 Ha
* E_tot: -18500.74415 eV
* gap between HOMO and LUMO: 9.60 eV
* structure (SMILES): FC1=CC2(CC2)N=N1.C=C(F)F

Geometry (Å):
F 1.0699 -0.8366 -2.5851
C 0.3839 -0.7640 -1.4365
C -0.8784 -0.3360 -1.2806
C -1.1385 -0.6714 0.0832
C -1.8480 0.2878 1.1017
C -2.5180 -0.9263 0.6457
N 0.0292 -1.2269 0.5840
N 0.9336 -1.2211 -0.2765
H -1.6546 0.0574 -1.9296
H -1.9493 1.1295 0.5485
H -1.3375 0.4467 1.9996
H -2.5375 -1.6667 1.4496
H -3.4782 -0.9556 0.2397
C 2.4675 0.9404 0.8344
C 2.4475 1.1637 -0.4325
F 1.6238 1.9539 -1.1205
F 3.3517 0.7150 -1.2442
H 1.8107 1.6071 1.4807
H 3.2220 0.3030 1.3385

Let us look at the Mulliken charges, expressed in e, one per atom: -0.30, 0.00, -0.34, 1.29, -0.74, -0.73, -0.45, -0.34, 0.41, 0.33, 0.28, 0.25, 0.32, -0.54, 0.55, -0.25, -0.25, 0.24, 0.25


[5]
Density functional theory data (the ωB97M-V functional and the def2-TZVPD basis) for an isolated molecule of C2H4N2OS3.

* LUMO energy: 0.0044 Ha
* E_tot: -39671.57091 eV
* gap between HOMO and LUMO: 9.07 eV
* structure (SMILES): O=C(NS)C(=S)NS

Geometry (Å):
O -0.0116 0.2399 2.2516
C 0.3162 0.0196 1.1102
N 1.2321 -0.9472 0.7787
S 1.5746 -1.4842 -0.7994
C -0.1852 0.8926 -0.0374
S 0.6544 2.2279 -0.4952
N -1.3873 0.5494 -0.5626
S -2.2455 -0.8779 -0.2057
H 1.6136 -1.4225 1.5564
H 2.5381 -0.5661 -1.1295
H -1.7778 1.1848 -1.2404
H -1.7162 -1.6566 -1.1444

Let us look at the Mulliken charges, expressed in e, one per atom: -0.55, 0.31, -0.21, -0.13, 0.35, -0.29, -0.20, -0.11, 0.26, 0.16, 0.25, 0.15


[6]
Density functional theory data (the ωB97M-V functional and the def2-TZVPD basis) for a structure of composition C4H12N4O.

* LUMO energy (spin up / spin down): -0.0439 / -0.0440 Ha
* E_tot: -12344.32980 eV
* gap between HOMO and LUMO (spin up / spin down): 6.45 / 6.45 eV

Geometry (Å):
C 0.7006 -1.3028 0.5237
C 1.7668 -1.4514 1.5865
N -0.7126 -0.4035 -1.5574
N -1.5380 -1.2300 -1.9438
H -1.8885 -1.9576 -1.3073
H 0.9431 -1.8713 -0.3718
H -0.2829 -1.6040 0.9000
H 1.5604 -0.8431 2.4705
H 1.8395 -2.4845 1.9483
H 2.7487 -1.1458 1.2081
C -1.7549 1.8556 -0.7851
N -1.2416 0.5180 -0.4790
C 0.4269 0.6868 0.4892
N 1.3018 1.1674 -0.4675
O 0.3912 1.1624 1.6121
H -1.8757 -0.0165 0.1166
H 1.2406 0.6881 -1.3579
H 2.0472 1.7480 -0.1125
H -1.8753 2.3549 0.1787
H -1.0428 2.3557 -1.4384
H -2.7544 1.7736 -1.2127

Let us look at the Mulliken charges, expressed in e, one per atom: -0.48, -1.21, 0.13, -0.63, 0.29, 0.37, 0.25, 0.30, 0.37, 0.30, -0.89, -0.18, 0.66, -0.46, -0.67, 0.36, 0.25, 0.24, 0.33, 0.32, 0.33


Question: Among the records above, which one has the highest E_tot?
Answer: C4H12N4O


Question: Which of these has the highest E_tot?
Answer: C4H12N4O